Entry from OMol25: a structure of composition C25H36N3O2 at a distorted geometry (wB97M-V/def2-TZVPD).

Calculated values
E_tot: -35066.14863 eV
multiplicity: 1
lowest unoccupied orbital energy: -3.4 eV
net charge: +1
HOMO level: -10.523 eV

Element x y z (Å)
C 6.28 3.30 0.21
C 5.10 2.35 0.43
N 4.52 1.87 -0.83
C 3.33 1.15 -0.77
C 3.15 -0.06 -1.47
C 1.99 -0.83 -1.31
C 0.94 -0.36 -0.51
C -0.30 -1.18 -0.31
C -1.59 -0.39 -0.43
C -1.66 0.81 -1.20
C -2.85 1.51 -1.41
C -4.05 1.08 -0.80
N -5.27 1.78 -0.89
C -5.91 2.13 0.39
C -7.37 2.58 0.25
O -7.54 3.50 -0.83
C -7.07 2.97 -2.07
C -5.56 2.68 -2.01
C -3.99 -0.11 -0.04
C -2.82 -0.88 0.05
C 1.07 0.89 0.13
C 2.26 1.61 0.04
C 5.43 1.57 -1.93
C 6.48 2.67 -2.06
O 7.16 2.85 -0.81
H 5.89 4.31 -0.03
H 6.92 3.34 1.11
H 5.46 1.51 1.06
H 4.33 2.88 0.99
H 3.95 -0.43 -2.10
H 1.87 -1.74 -1.89
H -0.36 -2.11 -0.90
H -0.77 1.20 -1.73
H -2.85 2.42 -2.02
H -5.87 1.24 1.04
H -5.36 2.95 0.89
H -8.02 1.69 0.13
H -7.66 3.15 1.15
H -7.59 2.03 -2.33
H -7.30 3.76 -2.80
H -5.01 3.64 -1.91
H -5.26 2.20 -2.95
H -4.90 -0.47 0.45
H -2.88 -1.89 0.46
H 0.22 1.37 0.62
H 2.36 2.57 0.56
H 5.93 0.59 -1.79
H 4.85 1.53 -2.86
H 7.27 2.37 -2.77
H 5.97 3.59 -2.39
C 1.48 -6.67 3.70
C 1.84 -5.65 2.61
C 0.72 -4.62 2.35
C 1.03 -3.50 1.33
N 0.04 -2.33 1.23
H 2.33 -7.35 3.88
H 1.23 -6.19 4.65
H 0.62 -7.29 3.40
H 2.77 -5.13 2.89
H 2.04 -6.18 1.68
H -0.16 -5.18 1.99
H 0.44 -4.16 3.31
H 1.99 -3.01 1.59
H 1.15 -3.92 0.33
H -0.90 -2.53 1.58
H 0.43 -1.49 1.66

Results of the natural (NBO) charge analysis, in e, for atoms 1 through 5: number 1, C, carries -0.08; number 2, C, carries -0.24; number 3, N, carries -0.42; number 4, C, carries 0.22; number 5, C, carries -0.23

Entry from OMol25: a structure of composition C25H36N6O3PbS5SbSe3Te (wB97M-V/def2-TZVPD).

Calculated values
E_tot: -310891.75851 eV
multiplicity: 2
lowest unoccupied orbital energy (spin up / spin down): 3.7 / 3.5 eV
net charge: -2
HOMO level (spin up / spin down): -1.348 / -1.122 eV

Element x y z (Å)
Pb 0.32 0.75 0.97
C -2.87 3.12 2.86
C -2.78 2.36 1.55
O -2.23 2.81 0.57
N -3.42 1.15 1.55
C -3.32 0.25 0.41
C -2.93 -1.13 0.89
C -3.87 -2.05 1.32
C -3.44 -3.26 1.85
C -2.08 -3.51 1.92
C -1.21 -2.54 1.43
N -1.62 -1.38 0.93
H -2.24 4.00 2.78
H -2.51 2.49 3.68
H -3.90 3.41 3.05
H -3.58 0.73 2.45
H -2.57 0.64 -0.27
H -4.27 0.20 -0.13
H -4.93 -1.80 1.25
H -4.16 -3.98 2.23
H -1.68 -4.41 2.36
H -0.14 -2.70 1.49
Se -2.48 0.49 -3.67
Se -4.62 0.97 -4.16
Te -1.92 4.37 -4.13
Se -1.37 2.33 -2.79
S 1.13 -2.76 4.18
Sb 1.51 -0.48 4.20
S 2.65 -0.05 2.00
S -0.58 0.59 3.48
S 0.75 3.76 1.45
C 1.92 3.92 2.65
N 2.85 2.99 2.89
C 3.83 3.09 3.96
C 4.18 4.55 4.16
C 2.91 5.33 4.45
N 1.93 5.03 3.43
H 2.65 2.03 2.54
H 4.71 2.51 3.66
H 3.44 2.65 4.88
H 4.63 4.94 3.24
H 4.90 4.67 4.97
H 3.10 6.40 4.46
H 2.53 5.05 5.44
H 1.23 5.71 3.18
C 1.95 3.68 -2.33
S 2.89 2.18 -2.12
C 3.72 2.64 -0.60
O 1.91 1.12 -1.75
H 2.65 4.52 -2.35
H 1.26 3.77 -1.50
H 1.40 3.62 -3.27
H 4.58 3.27 -0.84
H 4.04 1.71 -0.12
H 3.01 3.16 0.05
C 0.76 -5.30 -2.35
N 0.90 -3.90 -2.72
N -0.23 -3.12 -2.42
C 0.17 -1.87 -1.92
O -0.60 -0.98 -1.66
C 1.62 -1.97 -1.80
C 1.99 -3.18 -2.23
C 3.34 -3.80 -2.25
C -1.44 -3.35 -3.10
C -2.62 -2.91 -2.49
C -3.82 -3.06 -3.17
C -3.87 -3.67 -4.41
C -2.69 -4.12 -4.99
C -1.48 -3.95 -4.35
H -0.18 -5.68 -2.73
H 0.79 -5.44 -1.26
H 1.57 -5.87 -2.81
H 2.23 -1.16 -1.43
H 4.08 -3.06 -1.98
H 3.58 -4.20 -3.24
H 3.41 -4.62 -1.53
H -2.58 -2.43 -1.53
H -4.73 -2.67 -2.72
H -4.81 -3.77 -4.94
H -2.71 -4.58 -5.97
H -0.55 -4.26 -4.81

Results of the Löwdin charge analysis, in e, for atoms 1 through 5: number 1, Pb, carries 0.69; number 2, C, carries -0.04; number 3, C, carries -0.60; number 4, O, carries -0.04; number 5, N, carries 0.07